[1]
The following is a DFT calculation (ωB97M-V/def2-TZVPD) of 18 unconnected molecules or ions with the total composition C36H102F6NO21S2 at a distorted geometry.

The HOMO energy comes out at -7.49 eV. The net charge is -1. The HOMO-LUMO gap is 9.40 eV. The LUMO energy comes out at 1.904 eV.

Structure (XYZ):
```
168
Properties=species:S:1:pos:R:3:forces:R:3
C -1.6294 -0.6625 -1.5534 0.15 1.29 1.77
F -0.7943 -0.0639 -2.3596 0.23 0.41 -0.98
F -2.8932 -0.2545 -1.7841 0.73 -0.17 0.25
F -1.5610 -1.9457 -1.7096 0.02 -1.50 -0.22
S -1.1345 -0.1465 0.2383 -2.96 -0.98 -0.83
O -1.6611 1.2046 0.2882 1.35 -0.72 -0.06
O -1.8724 -1.0969 1.0718 1.48 0.75 -0.92
N 0.5492 -0.3642 0.2503 -3.68 -0.78 -0.45
S 0.9819 0.7515 1.2328 3.12 4.22 2.33
O 1.2897 1.9851 0.5179 -0.06 -1.22 0.71
O 0.2353 0.8887 2.4650 -0.07 -0.63 -0.60
C 2.6604 0.1252 1.8610 -0.92 -0.13 -1.70
F 2.5068 -1.1207 2.3241 0.35 0.46 0.39
F 3.5339 0.1115 0.8487 -0.02 -0.30 -0.06
F 3.1339 0.9597 2.7570 -0.14 -0.08 0.76
C 5.4982 -2.6340 4.1890 -0.40 0.94 -0.42
C 4.8975 -3.9589 3.8293 1.69 -0.22 -0.47
O 5.5422 -4.9806 4.5890 -0.60 -0.50 1.00
H 5.1177 -1.8773 3.5029 -0.42 0.14 0.01
H 6.5623 -2.5890 3.9567 0.15 -0.42 0.52
H 5.2607 -2.3108 5.2025 0.26 -0.09 0.06
H 5.2792 -4.1976 2.8367 -1.14 0.35 -0.62
H 3.8194 -4.0315 3.9729 -0.01 0.29 -0.38
H 4.8154 -5.5804 4.7722 0.42 -0.47 0.29
C 2.4373 -0.7098 -4.1097 -0.78 -1.51 -0.34
C 2.2927 -1.1483 -2.6332 0.55 0.17 -1.57
O 2.1010 0.0582 -1.9528 0.71 1.02 0.41
H 1.5007 -0.2439 -4.4162 0.18 0.36 -0.10
H 2.5475 -1.5787 -4.7585 -0.11 -0.37 0.07
H 3.3115 -0.1171 -4.3792 -0.16 0.36 0.73
H 3.2096 -1.6711 -2.3611 0.08 0.03 0.51
H 1.4434 -1.7900 -2.3986 -0.04 -0.31 -0.56
H 1.5732 -0.0476 -1.1579 -0.17 -0.11 0.29
C -0.4161 4.0012 -3.0545 0.43 -0.73 0.77
C 0.5561 2.9182 -2.4429 -1.48 1.37 0.04
O 1.1418 2.1543 -3.4489 0.25 0.32 -0.72
H 0.0733 4.6162 -3.8098 0.18 -0.23 -0.08
H -0.7580 4.6880 -2.2801 0.20 0.03 0.22
H -1.3392 3.5912 -3.4641 0.22 -0.27 -0.23
H 0.0633 2.2389 -1.7474 -0.61 0.21 0.07
H 1.2647 3.4353 -1.7959 0.49 0.19 -0.19
H 1.4837 1.3857 -2.9863 0.31 -0.47 -0.06
C -6.4843 0.3513 -2.0050 0.04 -1.48 0.25
C -6.5321 0.8507 -3.4066 -1.20 0.37 0.49
O -6.1111 2.1770 -3.3858 1.14 1.56 -0.62
H -7.0106 1.0026 -1.3073 -0.11 -0.02 -0.09
H -5.4652 0.2088 -1.6455 0.09 0.20 -0.03
H -6.9455 -0.6360 -2.0280 -0.16 -0.16 0.47
H -7.5639 0.8964 -3.7550 -0.18 -0.71 -0.24
H -5.9338 0.2710 -4.1095 0.10 0.13 0.05
H -6.7714 2.7524 -2.9928 -0.01 -0.10 0.00
C 0.2220 3.0691 4.9147 0.10 1.01 0.33
C 1.2782 3.3243 5.9899 0.28 0.07 -0.44
O 1.5859 4.7507 6.0547 -0.60 -0.94 -0.14
H -0.6359 3.7116 5.1129 -0.26 -0.15 0.34
H -0.0925 2.0264 4.8699 0.17 0.08 -0.07
H 0.5397 3.4283 3.9359 0.33 -0.43 -0.09
H 2.1976 2.7837 5.7655 0.16 -0.05 -0.26
H 0.9576 2.9136 6.9473 -0.27 0.39 0.24
H 2.2456 4.8920 6.7377 0.08 -0.04 0.04
C -2.0439 -3.7110 4.9586 0.72 -0.51 0.67
C -1.9378 -2.5974 3.9785 0.02 -0.13 -1.29
O -2.4047 -3.1251 2.7418 -0.79 -0.63 0.15
H -1.5132 -4.5946 4.6040 -0.33 -0.16 -0.33
H -3.0977 -3.9209 5.1419 0.12 -0.23 0.08
H -1.5238 -3.4979 5.8925 -0.29 0.37 0.23
H -0.9259 -2.2751 3.7332 0.29 0.35 0.86
H -2.5610 -1.7734 4.3260 0.12 0.38 -0.14
H -2.3177 -2.4644 2.0507 0.15 0.21 0.05
C -4.2029 3.4307 -0.1863 -0.32 -0.77 0.50
C -3.6186 4.0955 -1.3772 -0.36 -0.57 -0.84
O -3.7048 5.4849 -1.2764 -0.03 1.12 -0.42
H -3.9262 4.0457 0.6700 0.09 -0.52 0.44
H -3.8320 2.4065 -0.1466 0.27 0.05 0.52
H -5.2873 3.3207 -0.1910 -0.15 0.44 -0.16
H -4.1962 3.8140 -2.2577 0.10 0.10 -0.24
H -2.6041 3.7368 -1.5507 0.19 0.17 0.14
H -3.2891 5.7885 -0.4661 0.12 -0.12 0.09
C 4.2626 3.0453 -1.1527 -0.15 0.58 0.75
C 4.6153 2.5914 -2.5307 -1.27 0.31 0.06
O 4.5479 1.1789 -2.5443 1.66 -0.14 -0.88
H 3.9787 4.0976 -1.1420 0.17 0.16 0.12
H 5.0817 2.8742 -0.4542 0.03 0.13 0.03
H 3.3998 2.4957 -0.7762 -0.09 -0.03 -0.04
H 5.5720 3.0084 -2.8452 0.34 -0.73 -0.03
H 3.8840 3.0053 -3.2249 -0.17 -0.06 -0.24
H 3.6843 0.8654 -2.2661 -0.55 0.17 0.34
C 4.5061 4.4310 2.3699 0.58 0.48 -0.18
C 3.0421 4.6542 2.6696 0.73 0.09 -0.42
O 2.8876 5.6974 3.5971 -0.03 0.31 0.57
H 4.9156 5.2345 1.7577 -0.13 0.13 -0.19
H 4.6916 3.5027 1.8296 -0.03 -0.11 0.18
H 5.0837 4.4983 3.2918 -0.02 -0.46 0.14
H 2.6668 3.7291 3.1072 -0.51 -0.09 -0.46
H 2.5523 4.9991 1.7590 -0.42 -0.76 -0.16
H 2.3621 5.3124 4.3023 -0.18 0.43 0.57
C 6.2143 -3.3721 0.2653 0.56 -0.13 -0.88
C 4.7804 -2.8853 0.1993 1.61 1.44 0.85
O 3.9586 -3.9475 0.0177 -0.67 -1.60 -0.27
H 6.5031 -3.7180 -0.7272 0.04 0.04 -0.22
H 6.3898 -4.2511 0.8855 -0.41 0.15 0.41
H 6.9376 -2.6001 0.5278 -0.17 0.14 0.13
H 4.6679 -2.1140 -0.5627 0.19 0.03 -0.60
H 4.5539 -2.3157 1.1006 -0.16 -0.14 0.59
H 3.0605 -3.6278 0.1312 -0.71 0.00 -0.12
C -0.8722 -2.5243 -5.4648 -0.40 2.01 0.57
C -0.9256 -3.7872 -4.6608 0.26 0.72 -0.48
O -0.0771 -4.6668 -5.3315 0.41 -1.80 -0.26
H -1.2157 -2.5074 -6.4992 -0.17 -0.73 0.01
H 0.1419 -2.1251 -5.4834 0.16 -0.26 0.02
H -1.4457 -1.7400 -4.9710 -0.25 0.21 0.10
H -1.9289 -4.2013 -4.5602 -0.07 0.07 0.12
H -0.4885 -3.6175 -3.6768 -0.21 0.02 0.12
H -0.6350 -5.0995 -5.9820 0.33 -0.21 -0.22
C -4.0980 -4.1340 -2.3699 0.61 0.49 0.39
C -5.1925 -3.0864 -2.3221 0.60 -0.83 -0.06
O -6.1691 -3.4418 -3.2644 -1.16 0.56 -0.55
H -3.6819 -4.2394 -3.3718 -0.04 0.10 0.07
H -4.4438 -5.1136 -2.0399 -0.23 0.01 0.01
H -3.3180 -3.8254 -1.6738 0.29 -0.17 -0.06
H -4.8596 -2.0874 -2.6039 0.23 -0.12 -0.10
H -5.5267 -3.0124 -1.2873 -0.56 0.03 0.09
H -6.6378 -4.2489 -3.0398 0.21 -0.05 0.30
C 1.1989 -4.8713 1.7799 -0.04 -0.24 -0.94
C 0.5256 -3.6507 1.1472 0.93 0.47 0.89
O 1.4414 -2.9971 0.2634 0.23 -0.98 -0.42
H 0.6145 -5.3251 2.5803 -0.22 0.14 -0.13
H 2.2187 -4.7334 2.1394 -0.07 0.53 0.01
H 1.2847 -5.5760 0.9528 0.09 -0.46 0.19
H 0.3199 -2.9104 1.9204 -0.69 -0.13 0.07
H -0.3566 -3.9692 0.5918 -0.21 0.18 0.24
H 1.1705 -2.0837 0.1455 -0.16 0.19 0.14
C -5.3859 -2.0365 1.8744 -0.35 -0.03 0.10
C -6.4096 -0.9806 1.3968 0.60 -0.49 0.33
O -7.3138 -0.6268 2.4607 0.48 0.14 -0.53
H -5.8922 -2.9769 2.0925 -0.11 -0.15 -0.06
H -4.8863 -1.7638 2.8039 -0.19 0.40 0.02
H -4.5621 -2.2731 1.2010 -0.24 0.22 -0.41
H -6.9983 -1.3174 0.5435 0.03 -0.35 -0.12
H -5.8854 -0.1007 1.0239 -0.12 0.30 0.49
H -7.8691 -1.3991 2.5898 -0.08 -0.02 0.15
C -1.8270 1.3991 -5.4813 0.78 -0.45 -0.35
C -3.0139 1.3979 -4.5561 -0.39 0.34 0.52
O -4.0550 2.1595 -5.1282 0.21 -0.06 -0.85
H -1.3843 2.3913 -5.5691 -0.11 0.03 0.12
H -1.9962 1.0409 -6.4967 -0.79 0.15 -0.07
H -1.0247 0.7251 -5.1810 0.04 0.12 0.66
H -2.7758 1.8318 -3.5850 0.59 0.38 0.14
H -3.3904 0.4293 -4.2271 0.11 -0.69 -0.65
H -4.8230 2.1248 -4.5532 -0.12 0.38 0.21
C -3.4593 1.0599 3.7807 0.84 -0.41 -0.98
C -3.2304 2.5429 3.6086 -1.12 -0.53 0.42
O -3.8554 3.0929 4.7663 0.16 1.33 0.15
H -2.8356 0.5145 3.0724 -0.11 -0.33 -0.09
H -4.5113 0.8320 3.6093 0.04 -0.07 0.10
H -3.1789 0.7470 4.7865 0.03 -0.03 0.05
H -3.8095 2.8950 2.7549 0.14 0.13 -0.01
H -2.1960 2.8594 3.4748 0.08 -0.14 0.15
H -3.2735 2.9063 5.5068 -0.02 0.01 0.13
C 6.9888 0.8969 0.2404 0.68 0.18 1.76
C 7.6822 1.1776 -1.0171 -0.06 0.01 -1.62
O 7.0971 0.3502 -1.9948 0.83 -0.16 -0.76
H 7.3061 1.6501 0.9615 -0.13 -0.01 0.48
H 7.3648 -0.0718 0.5697 -0.61 -0.15 0.33
H 5.9043 0.9482 0.1442 0.13 -0.25 -0.04
H 8.7466 0.9434 -1.0348 0.06 -0.03 0.41
H 7.5993 2.2325 -1.2787 -0.06 0.33 -0.22
H 6.1930 0.6543 -2.1035 -0.72 -0.17 -0.29
```
Positions in Å, forces in eV/Å.


[2]
The following is a DFT calculation (ωB97M-V/def2-TZVPD) of a molecular structure, C32H29F9N3O6PRuS3.

The HOMO energy (alpha / beta) comes out at -7.42 / -8.26 eV. The spin multiplicity is 5. The HOMO-LUMO gap (alpha / beta) is 7.67 / 7.85 eV. The LUMO energy (alpha / beta) comes out at 0.251 / -0.417 eV.

Structure (XYZ):
```
84
Properties=species:S:1:pos:R:3:forces:R:3
Ru 1.1053 -1.1505 0.3078 0.09 -0.07 -0.22
O 2.8615 -1.7719 -2.2237 0.18 0.29 -0.03
N 2.7996 -0.8086 -1.2598 -0.16 -0.20 0.09
C 3.6265 0.1379 -1.4194 0.15 0.04 -0.20
C 3.7906 1.2817 -0.5085 0.07 0.13 0.12
C 5.1041 1.7209 -0.3577 -0.09 0.05 0.01
C 5.4106 2.7796 0.4812 0.20 -0.07 -0.09
C 4.3995 3.4251 1.1600 -0.08 0.14 0.14
C 3.0826 3.0205 0.9965 -0.16 -0.06 -0.02
C 2.7540 1.9550 0.1680 0.12 -0.16 0.03
P 1.0281 1.4041 -0.1070 0.02 -0.10 0.07
C -0.0027 2.5580 0.8535 -0.08 0.02 -0.08
C 0.0148 2.4666 2.2453 0.00 -0.02 0.03
C -0.8074 3.2806 3.0087 -0.01 -0.02 0.03
C -1.6635 4.1850 2.3948 -0.01 0.02 -0.04
C -1.6997 4.2657 1.0089 0.08 0.01 -0.01
C -0.8768 3.4530 0.2380 -0.02 0.01 0.08
C 0.8136 1.9343 -1.8353 0.04 0.09 0.01
C 1.3380 3.1598 -2.2554 0.00 -0.02 0.02
C 1.1802 3.5729 -3.5649 -0.06 -0.04 -0.10
C 0.4976 2.7618 -4.4688 0.04 0.05 0.02
C -0.0239 1.5474 -4.0571 0.02 -0.02 0.06
C 0.1342 1.1290 -2.7395 -0.05 -0.03 -0.05
H 2.2879 -2.4853 -1.8255 -0.17 -0.17 0.01
H 4.3101 0.0657 -2.2646 0.00 0.01 0.02
H 5.8961 1.2160 -0.8975 -0.02 -0.01 -0.01
H 6.4389 3.0966 0.5943 0.00 0.00 0.01
H 4.6276 4.2547 1.8165 -0.01 0.01 0.00
H 2.2950 3.5491 1.5175 0.02 0.00 0.01
H 0.6608 1.7466 2.7331 0.00 0.02 -0.01
H -0.7849 3.1955 4.0874 0.00 0.01 -0.01
H -2.2989 4.8251 2.9947 0.00 -0.01 0.00
H -2.3639 4.9672 0.5174 0.02 0.00 0.02
H -0.9310 3.5130 -0.8395 0.02 -0.01 -0.05
H 1.8699 3.7891 -1.5499 0.00 -0.02 -0.04
H 1.5869 4.5234 -3.8856 0.00 0.00 0.00
H 0.3800 3.0796 -5.4970 -0.01 0.01 0.01
H -0.5551 0.9166 -4.7577 0.00 0.00 0.00
H -0.2784 0.1817 -2.4154 0.00 0.02 -0.01
F -0.4254 -4.5953 0.6961 0.09 -0.06 0.04
C 0.8095 -5.1078 0.6510 0.00 -0.07 0.03
F 0.6846 -6.4463 0.5607 -0.01 0.11 0.02
F 1.4036 -4.8461 1.8186 -0.05 -0.01 0.00
C 1.6128 -4.5035 -0.5453 0.08 -0.07 -0.04
O 1.3495 -3.2011 -0.7395 -0.05 -0.01 0.03
C 3.1372 -4.7281 -0.2711 0.01 0.07 0.05
F 3.8496 -4.5690 -1.3979 -0.05 -0.02 0.05
F 3.4180 -5.9445 0.2167 0.00 0.02 0.00
F 3.5814 -3.8213 0.6067 0.01 -0.02 -0.03
C 1.2262 -5.2844 -1.8415 -0.01 -0.21 -0.09
F 1.7618 -6.5138 -1.9200 -0.06 0.17 0.03
F 1.6146 -4.6095 -2.9275 -0.03 0.00 0.03
F -0.1126 -5.4248 -1.9251 0.06 0.03 0.00
C 0.9012 -2.0695 4.7308 -0.10 -0.02 -0.02
S 0.6257 -1.1262 3.2619 0.20 -0.02 -0.03
O -0.6847 -0.5080 3.3507 0.20 -0.10 0.08
O 0.6625 -2.1575 2.1628 -0.03 0.31 0.19
O 1.7535 -0.2084 3.1176 -0.34 -0.12 -0.10
H 0.1043 -2.8054 4.8146 0.01 0.01 0.01
H 0.8851 -1.3884 5.5787 -0.02 0.01 -0.03
H 1.8678 -2.5596 4.6530 0.01 0.01 -0.05
O -0.7951 -1.1997 -0.7889 -0.08 0.04 0.08
N -1.6828 -2.1086 -0.4203 0.04 -0.05 -0.04
C -2.2285 -2.0524 0.8059 0.07 0.09 -0.01
C -3.1876 -2.9719 1.1685 -0.03 -0.01 0.06
C -3.5814 -3.9509 0.2732 0.01 0.01 -0.08
C -2.9891 -3.9877 -0.9806 -0.07 -0.03 0.04
C -2.0365 -3.0526 -1.3065 0.06 0.04 -0.03
H -1.8513 -1.2729 1.4554 -0.04 -0.01 -0.04
H -3.6133 -2.9061 2.1592 0.01 0.00 0.00
H -4.3343 -4.6765 0.5474 0.01 -0.01 0.00
H -3.2456 -4.7437 -1.7081 -0.01 0.00 0.00
H -1.5050 -3.0094 -2.2438 0.00 0.00 0.00
S -3.1960 0.7102 -1.3133 0.00 0.01 -0.01
C -4.3285 1.8030 -0.8460 0.08 0.09 0.08
N -4.3291 2.4704 0.3240 -0.03 -0.07 -0.02
C -5.2249 3.6082 0.4307 0.02 -0.01 0.00
C -6.4150 3.2524 -0.4495 -0.02 0.04 0.04
S -5.6924 2.3140 -1.8248 -0.03 -0.06 -0.04
H -3.4881 2.4117 0.8830 -0.04 0.00 0.01
H -4.7388 4.5195 0.0659 0.01 0.00 0.00
H -5.5204 3.7603 1.4681 -0.01 0.01 0.00
H -6.9238 4.1353 -0.8284 0.00 -0.01 0.01
H -7.1267 2.6233 0.0832 0.00 -0.01 -0.01
```
Positions in Å, forces in eV/Å.